Entry 1:
{"formula": "C48H128B2F8N8O16", "method": "ωB97M-V with the def2-TZVPD basis set", "s2": 0.75, "homo_lumo_gap_ev": [2.77, 8.83], "lumo_ev": [-8.87, -8.92], "total_charge": 5, "spin_multiplicity": 2, "species": ["C", "O", "C", "C", "N", "H", "H", "C", "C", "O", "C", "H", "H", "H", "H", "H", "H", "H", "H", "H", "H", "H", "H", "H", "H", "C", "O", "C", "C", "N", "H", "H", "C", "C", "O", "C", "H", "H", "H", "H", "H", "H", "H", "H", "H", "H", "H", "H", "H", "H", "C", "O", "C", "C", "N", "H", "H", "C", "C", "O", "C", "H", "H", "H", "H", "H", "H", "H", "H", "H", "H", "H", "H", "H", "H", "C", "O", "C", "C", "N", "H", "H", "C", "C", "O", "C", "H", "H", "H", "H", "H", "H", "H", "H", "H", "H", "H", "H", "H", "H", "C", "O", "C", "C", "N", "H", "H", "C", "C", "O", "C", "H", "H", "H", "H", "H", "H", "H", "H", "H", "H", "H", "H", "H", "H", "C", "O", "C", "C", "N", "H", "H", "C", "C", "O", "C", "H", "H", "H", "H", "H", "H", "H", "H", "H", "H", "H", "H", "H", "H", "C", "O", "C", "C", "N", "H", "H", "C", "C", "O", "C", "H", "H", "H", "H", "H", "H", "H", "H", "H", "H", "H", "H", "H", "H", "C", "O", "C", "C", "N", "H", "H", "C", "C", "O", "C", "H", "H", "H", "H", "H", "H", "H", "H", "H", "H", "H", "H", "H", "H", "B", "F", "F", "F", "F", "B", "F", "F", "F", "F"], "coordinates": [[7.454, 4.215, 5.466], [6.318, 3.628, 6.045], [5.105, 4.385, 6.098], [4.654, 4.325, 4.657], [4.606, 2.876, 4.058], [5.454, 2.367, 4.262], [3.911, 2.381, 4.598], [4.025, 2.832, 2.656], [3.874, 1.471, 1.991], [3.328, 0.558, 2.852], [1.882, 0.611, 3.033], [8.248, 3.530, 5.765], [7.601, 5.245, 5.792], [7.371, 4.286, 4.381], [5.150, 5.361, 6.581], [4.552, 3.768, 6.806], [5.308, 4.902, 4.003], [3.669, 4.782, 4.559], [4.689, 3.461, 2.063], [3.030, 3.276, 2.664], [4.864, 1.142, 1.678], [3.179, 1.514, 1.152], [1.589, 0.043, 3.916], [1.364, 0.520, 2.078], [1.560, 1.620, 3.290], [-3.717, -4.514, 4.119], [-3.885, -4.161, 2.788], [-2.999, -3.187, 2.180], [-3.200, -1.694, 2.619], [-4.722, -1.387, 2.681], [-5.004, -1.726, 1.773], [-5.142, -1.840, 3.480], [-4.958, 0.149, 2.815], [-3.972, 1.065, 3.733], [-3.812, 0.473, 5.011], [-2.960, 1.200, 5.899], [-4.622, -5.033, 4.434], [-3.532, -3.670, 4.783], [-2.783, -5.067, 4.220], [-3.023, -3.246, 1.091], [-2.006, -3.573, 2.411], [-2.908, -0.913, 1.917], [-2.863, -1.422, 3.619], [-5.974, 0.198, 3.206], [-4.957, 0.571, 1.811], [-4.323, 2.094, 3.800], [-2.993, 1.185, 3.271], [-3.464, 2.079, 6.299], [-2.075, 1.529, 5.355], [-2.555, 0.643, 6.745], [8.339, -3.030, -5.360], [7.132, -3.594, -4.855], [7.312, -4.054, -3.486], [6.147, -4.996, -3.276], [4.808, -4.224, -2.952], [4.981, -3.532, -2.238], [4.527, -3.866, -3.854], [3.659, -4.953, -2.335], [2.756, -3.858, -1.637], [3.710, -3.176, -0.690], [3.079, -2.192, 0.093], [8.837, -2.282, -4.744], [8.180, -2.693, -6.384], [8.914, -3.921, -5.613], [7.120, -3.280, -2.743], [8.249, -4.499, -3.151], [6.310, -5.577, -2.369], [5.871, -5.653, -4.100], [4.045, -5.588, -1.538], [3.184, -5.378, -3.220], [2.007, -4.291, -0.975], [2.348, -3.213, -2.415], [3.704, -2.021, 0.969], [2.115, -2.532, 0.471], [3.023, -1.254, -0.459], [0.165, -2.604, -5.170], [-0.960, -2.382, -4.234], [-0.632, -2.593, -2.890], [-1.931, -2.727, -2.036], [-2.978, -3.725, -2.556], [-2.550, -4.639, -2.518], [-3.797, -3.799, -1.969], [-3.530, -3.663, -4.020], [-4.812, -4.583, -4.135], [-4.557, -5.818, -3.543], [-5.756, -6.675, -3.522], [-0.144, -2.880, -6.178], [0.888, -3.333, -4.804], [0.636, -1.621, -5.208], [0.038, -1.823, -2.510], [-0.015, -3.487, -2.798], [-2.419, -1.752, -2.039], [-1.707, -2.958, -0.995], [-2.820, -4.140, -4.694], [-3.706, -2.591, -4.112], [-5.106, -4.804, -5.161], [-5.617, -4.027, -3.653], [-6.503, -6.404, -2.776], [-5.431, -7.696, -3.320], [-6.356, -6.630, -4.431], [-1.423, 1.485, -5.033], [-1.055, 2.379, -3.942], [-0.250, 1.825, -2.873], [0.956, 2.610, -2.377], [1.835, 3.027, -3.567], [1.188, 3.263, -4.306], [2.329, 3.860, -3.282], [2.705, 1.928, -4.067], [3.856, 2.630, -4.852], [4.649, 3.451, -3.954], [5.856, 4.098, -4.530], [-1.154, 0.447, -4.834], [-1.087, 1.793, -6.023], [-2.499, 1.648, -5.096], [0.177, 0.874, -3.193], [-0.957, 1.541, -2.094], [1.560, 2.237, -1.550], [0.487, 3.518, -1.999], [1.988, 1.333, -4.633], [3.165, 1.479, -3.187], [3.433, 3.300, -5.601], [4.415, 1.840, -5.352], [6.468, 4.623, -3.796], [5.596, 4.770, -5.348], [6.553, 3.391, -4.980], [0.854, 7.140, 4.703], [0.583, 6.243, 3.608], [0.782, 6.704, 2.286], [-0.074, 5.955, 1.250], [-0.299, 4.437, 1.831], [0.424, 3.814, 1.501], [-0.081, 4.528, 2.813], [-1.683, 3.771, 1.630], [-1.900, 3.532, 0.206], [-1.921, 4.794, -0.556], [-2.346, 4.687, -1.898], [1.212, 6.626, 5.595], [-0.169, 7.474, 4.878], [1.492, 7.938, 4.323], [1.810, 6.638, 1.931], [0.752, 7.793, 2.265], [0.445, 5.840, 0.299], [-1.073, 6.364, 1.404], [-2.394, 4.428, 2.130], [-1.648, 2.764, 2.047], [-2.802, 2.967, -0.029], [-1.133, 2.851, -0.163], [-3.406, 4.438, -1.848], [-1.637, 4.172, -2.546], [-2.291, 5.702, -2.294], [-4.129, 1.135, -2.204], [-5.108, 2.142, -2.411], [-6.360, 1.879, -1.777], [-7.324, 3.009, -1.907], [-7.482, 3.522, -3.383], [-8.282, 4.136, -3.429], [-6.620, 4.031, -3.519], [-7.613, 2.466, -4.547], [-8.879, 1.545, -4.409], [-8.933, 0.516, -3.434], [-8.463, -0.747, -3.951], [-3.812, 1.025, -1.167], [-3.251, 1.199, -2.846], [-4.574, 0.190, -2.515], [-6.321, 1.506, -0.754], [-6.777, 1.014, -2.294], [-7.050, 3.918, -1.371], [-8.252, 2.616, -1.493], [-6.646, 1.964, -4.513], [-7.668, 3.228, -5.324], [-8.901, 1.044, -5.377], [-9.705, 2.244, -4.283], [-8.480, -1.520, -3.183], [-7.453, -0.571, -4.320], [-9.216, -0.981, -4.704], [0.144, -2.177, 3.974], [1.401, -2.341, 4.521], [1.606, -3.398, 5.426], [2.861, -4.275, 5.098], [4.262, -3.606, 5.089], [4.344, -3.345, 6.061], [4.993, -4.276, 4.897], [4.351, -2.345, 4.265], [5.821, -2.042, 3.802], [6.492, -3.323, 3.506], [7.817, -3.101, 3.158], [0.233, -1.415, 3.199], [-0.489, -1.761, 4.757], [-0.251, -3.121, 3.600], [0.668, -3.828, 5.777], [1.970, -2.903, 6.326], [2.751, -4.690, 4.096], [2.803, -5.159, 5.734], [3.756, -1.561, 4.733], [3.788, -2.665, 3.387], [6.316, -1.624, 4.678], [5.879, -1.252, 3.052], [8.457, -2.524, 3.825], [7.797, -2.674, 2.155], [8.264, -4.094, 3.225], [-0.887, -0.235, 0.582], [-0.917, 0.583, 1.751], [-2.028, -0.143, -0.067], [0.230, 0.337, -0.109], [-0.531, -1.543, 0.894], [-5.581, -2.540, -0.299], [-5.098, -3.580, -0.947], [-5.993, -3.011, 0.845], [-4.614, -1.560, -0.198], [-6.698, -2.111, -0.938]]}



Entry 2:
{"formula": "C48H144O48", "method": "ωB97M-V with the def2-TZVPD basis set", "homo_lumo_gap_ev": 8.87, "lumo_ev": -0.23, "species": ["C", "C", "O", "O", "H", "H", "H", "H", "H", "H", "C", "C", "O", "O", "H", "H", "H", "H", "H", "H", "C", "C", "O", "O", "H", "H", "H", "H", "H", "H", "C", "C", "O", "O", "H", "H", "H", "H", "H", "H", "C", "C", "O", "O", "H", "H", "H", "H", "H", "H", "C", "C", "O", "O", "H", "H", "H", "H", "H", "H", "C", "C", "O", "O", "H", "H", "H", "H", "H", "H", "C", "C", "O", "O", "H", "H", "H", "H", "H", "H", "C", "C", "O", "O", "H", "H", "H", "H", "H", "H", "C", "C", "O", "O", "H", "H", "H", "H", "H", "H", "C", "C", "O", "O", "H", "H", "H", "H", "H", "H", "C", "C", "O", "O", "H", "H", "H", "H", "H", "H", "C", "C", "O", "O", "H", "H", "H", "H", "H", "H", "C", "C", "O", "O", "H", "H", "H", "H", "H", "H", "C", "C", "O", "O", "H", "H", "H", "H", "H", "H", "C", "C", "O", "O", "H", "H", "H", "H", "H", "H", "C", "C", "O", "O", "H", "H", "H", "H", "H", "H", "C", "C", "O", "O", "H", "H", "H", "H", "H", "H", "C", "C", "O", "O", "H", "H", "H", "H", "H", "H", "C", "C", "O", "O", "H", "H", "H", "H", "H", "H", "C", "C", "O", "O", "H", "H", "H", "H", "H", "H", "C", "C", "O", "O", "H", "H", "H", "H", "H", "H", "C", "C", "O", "O", "H", "H", "H", "H", "H", "H", "C", "C", "O", "O", "H", "H", "H", "H", "H", "H"], "coordinates": [[0.990, -2.505, -3.894], [2.207, -2.643, -2.928], [2.019, -3.760, -2.008], [1.232, -3.282, -5.110], [0.910, -1.462, -4.201], [0.169, -2.865, -3.274], [2.163, -1.669, -2.439], [3.153, -2.634, -3.470], [2.910, -3.825, -1.658], [0.934, -4.180, -4.948], [0.711, 0.314, -6.713], [2.180, 0.526, -6.314], [2.724, 1.710, -6.865], [-0.127, 1.277, -6.119], [0.484, -0.683, -6.335], [0.700, 0.341, -7.802], [2.781, -0.327, -6.631], [2.227, 0.522, -5.225], [3.667, 1.547, -6.792], [-0.873, 1.328, -6.721], [2.958, 3.553, -1.102], [1.831, 2.953, -2.044], [2.252, 2.128, -3.089], [3.930, 4.308, -1.723], [3.338, 2.673, -0.585], [2.501, 4.037, -0.239], [1.264, 3.741, -2.540], [1.215, 2.322, -1.404], [2.020, 2.615, -3.884], [4.417, 3.709, -2.294], [-2.766, -1.204, 2.677], [-2.710, -2.543, 3.357], [-1.780, -3.408, 2.765], [-1.561, -0.463, 2.725], [-3.497, -0.629, 3.245], [-3.035, -1.282, 1.624], [-3.634, -3.102, 3.504], [-2.354, -2.353, 4.370], [-1.048, -2.802, 2.631], [-1.593, 0.082, 3.515], [5.340, 0.385, -3.137], [5.988, 1.750, -3.123], [5.150, 2.769, -3.691], [4.181, 0.255, -2.356], [6.088, -0.335, -2.806], [5.191, 0.128, -4.186], [6.914, 1.636, -3.687], [6.329, 2.012, -2.121], [4.954, 2.596, -4.615], [3.556, 0.950, -2.577], [-3.773, 2.238, 3.816], [-2.783, 2.308, 4.970], [-2.262, 1.055, 5.351], [-4.929, 1.550, 4.100], [-3.330, 1.706, 2.974], [-4.070, 3.172, 3.339], [-3.236, 2.829, 5.813], [-1.906, 2.853, 4.619], [-2.023, 1.175, 6.272], [-5.275, 1.204, 3.274], [-2.683, 5.137, 1.033], [-1.691, 4.119, 0.533], [-1.398, 3.867, -0.820], [-4.021, 4.754, 0.834], [-2.468, 6.034, 0.451], [-2.639, 5.359, 2.099], [-1.974, 3.133, 0.900], [-0.719, 4.224, 1.014], [-1.966, 3.176, -1.171], [-4.507, 5.140, 1.566], [2.861, 0.128, 6.229], [2.639, -0.271, 4.699], [3.802, -1.004, 4.298], [4.111, 0.796, 6.311], [2.863, -0.797, 6.807], [2.048, 0.787, 6.531], [2.419, 0.604, 4.087], [1.801, -0.966, 4.759], [4.539, -0.389, 4.276], [4.683, 0.223, 6.827], [1.456, 5.752, -5.616], [0.637, 4.498, -6.043], [1.055, 3.477, -5.110], [1.081, 6.917, -6.372], [2.465, 5.552, -5.979], [1.360, 5.950, -4.549], [0.779, 4.224, -7.089], [-0.409, 4.794, -5.961], [0.582, 2.694, -5.401], [0.673, 7.433, -5.673], [-4.810, -2.376, -5.594], [-3.636, -2.432, -4.629], [-2.737, -1.348, -4.791], [-4.647, -2.537, -6.982], [-5.303, -1.419, -5.424], [-5.707, -2.905, -5.273], [-3.155, -3.395, -4.802], [-4.025, -2.424, -3.611], [-2.212, -1.418, -5.591], [-3.724, -2.403, -7.207], [-3.158, -6.297, 3.895], [-2.906, -5.951, 5.378], [-2.783, -4.528, 5.623], [-1.983, -6.094, 3.144], [-4.023, -5.731, 3.551], [-3.565, -7.309, 3.886], [-2.028, -6.516, 5.692], [-3.695, -6.299, 6.044], [-3.605, -4.043, 5.523], [-1.848, -5.145, 3.081], [-6.253, 6.125, -2.416], [-6.274, 4.618, -2.127], [-5.008, 4.229, -1.806], [-5.763, 6.953, -1.393], [-7.190, 6.616, -2.680], [-5.621, 6.268, -3.292], [-6.619, 4.086, -3.014], [-6.959, 4.444, -1.297], [-4.667, 4.512, -0.955], [-6.455, 7.066, -0.737], [-2.668, 2.970, -4.228], [-2.721, 1.612, -3.424], [-3.014, 1.874, -1.966], [-3.894, 3.545, -4.347], [-2.254, 2.818, -5.224], [-1.980, 3.721, -3.839], [-1.872, 0.967, -3.653], [-3.553, 0.996, -3.764], [-3.847, 2.348, -1.900], [-4.264, 3.686, -3.472], [5.468, -2.877, -0.996], [6.782, -3.553, -0.801], [7.105, -4.477, -1.832], [4.311, -3.646, -0.811], [5.494, -2.559, -2.039], [5.415, -2.030, -0.312], [6.893, -4.057, 0.159], [7.595, -2.828, -0.767], [6.766, -5.330, -1.550], [4.250, -4.006, 0.076], [-2.381, 6.754, -2.459], [-2.660, 7.225, -3.878], [-2.386, 8.607, -4.049], [-2.976, 7.603, -1.586], [-1.303, 6.805, -2.306], [-2.674, 5.709, -2.357], [-3.696, 7.095, -4.189], [-2.037, 6.681, -4.588], [-2.936, 9.054, -3.402], [-3.877, 7.365, -1.352], [7.058, -2.874, 2.639], [7.439, -4.270, 2.982], [6.357, -4.855, 3.701], [8.198, -2.235, 2.041], [6.930, -2.204, 3.488], [6.214, -2.756, 1.958], [8.332, -4.340, 3.604], [7.650, -4.786, 2.045], [6.702, -5.582, 4.223], [8.916, -2.322, 2.672], [5.523, 1.333, 2.414], [5.373, 0.551, 1.093], [6.648, 0.086, 0.655], [6.076, 0.494, 3.484], [4.477, 1.569, 2.612], [6.070, 2.274, 2.362], [4.952, 1.304, 0.427], [4.637, -0.250, 1.162], [6.862, -0.637, 1.249], [6.967, 0.836, 3.588], [-2.032, -5.792, -0.060], [-0.817, -4.888, -0.172], [-0.146, -5.323, -1.311], [-1.765, -7.040, 0.523], [-2.531, -5.995, -1.008], [-2.863, -5.394, 0.522], [-0.107, -4.952, 0.653], [-1.193, -3.868, -0.255], [0.402, -4.590, -1.602], [-1.785, -6.879, 1.470], [0.157, -4.437, 6.595], [1.299, -5.475, 6.673], [2.589, -4.809, 6.833], [-0.079, -3.969, 5.293], [0.572, -3.607, 7.167], [-0.767, -4.688, 7.115], [1.158, -6.106, 5.796], [1.202, -6.047, 7.596], [2.914, -4.633, 5.947], [-1.010, -4.134, 5.127], [2.098, 4.390, 2.955], [0.922, 3.541, 3.451], [-0.234, 4.375, 3.514], [2.514, 5.339, 3.818], [1.717, 4.939, 2.094], [2.922, 3.738, 2.665], [1.280, 3.145, 4.401], [0.878, 2.655, 2.817], [-0.367, 4.418, 4.464], [3.234, 4.924, 4.299], [-5.451, 1.205, 0.646], [-6.838, 1.245, -0.065], [-7.078, -0.102, -0.423], [-5.470, 0.377, 1.794], [-5.325, 2.234, 0.983], [-4.585, 0.954, 0.034], [-6.710, 1.729, -1.033], [-7.630, 1.589, 0.601], [-7.565, -0.065, -1.249], [-5.833, -0.448, 1.462], [1.356, -0.772, 0.440], [0.326, 0.006, -0.396], [-0.148, 1.151, 0.428], [0.867, -1.345, 1.614], [2.169, -0.119, 0.760], [1.830, -1.622, -0.052], [-0.470, -0.723, -0.548], [0.789, 0.288, -1.342], [-0.595, 1.795, -0.125], [0.022, -0.911, 1.751], [2.363, -4.125, 3.400], [2.768, -3.879, 1.878], [3.954, -4.656, 1.602], [3.372, -3.873, 4.371], [1.951, -5.131, 3.487], [1.659, -3.317, 3.597], [3.129, -2.859, 1.748], [1.923, -4.090, 1.223], [4.529, -4.428, 2.336], [3.746, -3.042, 4.069], [-5.621, -3.970, -0.818], [-5.354, -3.223, 0.472], [-6.490, -2.517, 0.869], [-5.795, -2.935, -1.829], [-6.538, -4.560, -0.814], [-4.811, -4.661, -1.052], [-4.565, -2.502, 0.260], [-5.096, -3.926, 1.264], [-6.855, -2.023, 0.131], [-6.595, -2.991, -2.357]]}